{"formula": "C53H92BrCl2FN19O7P2", "method": "ωB97M-V with the def2-TZVPD basis set", "symbols": ["C", "C", "O", "C", "C", "N", "C", "C", "C", "O", "C", "O", "C", "C", "O", "C", "O", "C", "C", "O", "P", "N", "N", "C", "C", "C", "C", "F", "P", "O", "Br", "C", "C", "C", "N", "C", "Cl", "C", "C", "Cl", "H", "H", "H", "H", "H", "H", "H", "H", "H", "H", "H", "H", "H", "H", "H", "H", "H", "H", "H", "H", "H", "H", "H", "H", "H", "H", "H", "H", "H", "H", "H", "H", "H", "H", "H", "H", "H", "H", "H", "H", "H", "H", "H", "H", "H", "H", "H", "C", "C", "N", "H", "H", "H", "C", "C", "N", "H", "H", "H", "C", "C", "N", "H", "H", "H", "C", "C", "N", "H", "H", "H", "C", "C", "N", "H", "H", "H", "C", "C", "N", "H", "H", "H", "C", "C", "N", "H", "H", "H", "C", "C", "N", "H", "H", "H", "C", "C", "N", "H", "H", "H", "C", "C", "N", "H", "H", "H", "C", "C", "N", "H", "H", "H", "C", "C", "N", "H", "H", "H", "C", "C", "N", "H", "H", "H", "C", "C", "N", "H", "H", "H", "C", "C", "N", "H", "H", "H"], "positions_angstrom": [[0.470, 1.306, 3.449], [-0.291, 1.148, 1.974], [0.620, 0.359, 1.133], [0.095, 0.524, -0.267], [0.817, -0.490, -1.242], [1.072, -0.350, -2.719], [0.016, 0.243, -3.623], [-1.311, 0.956, -3.044], [-2.349, -0.244, -2.502], [-3.543, 0.304, -1.823], [-4.500, -0.825, -1.654], [-5.129, -1.442, -2.681], [0.524, 1.138, -4.924], [-0.574, 0.872, -6.176], [-0.987, 2.128, -6.835], [-2.446, 2.304, -6.835], [-2.678, 3.779, -6.996], [-3.972, 4.171, -6.420], [-3.975, 4.401, -4.796], [-2.925, 5.299, -4.290], [0.248, 3.044, -4.620], [1.116, 4.000, -5.570], [1.776, 0.720, -5.526], [2.693, -0.240, -4.826], [4.180, 0.042, -5.431], [4.961, -1.179, -6.199], [6.527, -0.596, -6.382], [6.431, 0.386, -7.502], [1.894, -1.880, -5.524], [2.830, -3.300, -5.254], [1.821, -1.776, -7.844], [2.569, -0.131, -3.137], [3.418, -1.524, -2.758], [4.303, -1.677, -1.437], [5.746, -1.122, -1.494], [3.358, 1.146, -2.592], [3.491, 2.675, -3.730], [3.057, 1.906, -1.196], [3.849, 3.390, -1.071], [3.645, 1.124, 0.371], [1.450, 1.928, 3.272], [0.801, 0.220, 3.784], [-0.245, 1.748, 4.265], [-0.553, 2.191, 1.512], [-1.318, 0.615, 2.207], [-1.048, 0.197, -0.120], [0.033, 1.658, -0.518], [0.217, -1.515, -1.039], [1.840, -0.735, -0.673], [0.986, -1.404, -2.983], [-0.500, -0.674, -4.218], [-1.185, 1.840, -2.300], [-1.984, 1.420, -3.917], [-1.803, -1.098, -1.924], [-2.756, -0.743, -3.508], [-4.809, -1.215, -0.572], [-0.147, 0.182, -7.011], [-1.567, 0.368, -5.789], [-2.991, 2.012, -5.843], [-2.887, 1.804, -7.803], [-4.750, 3.346, -6.708], [-4.276, 5.211, -6.922], [-3.849, 3.355, -4.236], [-5.029, 4.817, -4.499], [-2.874, 5.116, -3.289], [0.746, 3.282, -3.270], [-1.171, 3.375, -4.578], [1.612, 3.420, -6.270], [2.289, 1.474, -5.990], [4.268, 0.935, -6.220], [4.994, 0.367, -4.613], [4.630, -1.378, -7.301], [5.124, -2.150, -5.551], [6.961, -0.157, -5.389], [7.176, -1.493, -6.770], [2.706, -3.990, -5.972], [2.730, -2.504, -2.771], [4.203, -1.832, -3.607], [4.565, -2.853, -1.403], [3.802, -1.535, -0.390], [6.087, -0.889, -0.533], [6.374, -1.834, -1.953], [4.525, 0.861, -2.551], [1.953, 2.276, -1.225], [3.203, 4.278, -1.489], [4.951, 3.347, -1.450], [3.949, 3.665, 0.090], [-6.656, -1.355, 2.470], [-5.252, -0.901, 2.107], [-4.087, -0.523, 1.805], [-6.607, -2.187, 3.179], [-7.209, -0.530, 2.928], [-7.186, -1.684, 1.572], [-4.331, 0.478, -10.828], [-4.633, 0.693, -9.354], [-4.882, 0.872, -8.131], [-5.252, 0.231, -11.364], [-3.902, 1.388, -11.257], [-3.618, -0.342, -10.947], [1.855, 4.781, 6.042], [2.049, 4.332, 4.602], [2.210, 3.960, 3.408], [2.039, 5.855, 6.125], [0.831, 4.569, 6.363], [2.551, 4.248, 6.695], [-5.581, 2.320, -0.039], [-5.443, 3.802, -0.346], [-5.329, 5.032, -0.601], [-6.486, 2.143, 0.549], [-5.645, 1.751, -0.970], [-4.713, 1.975, 0.530], [-10.957, -2.377, 1.592], [-9.898, -2.588, 2.662], [-9.020, -2.762, 3.549], [-11.831, -1.881, 2.025], [-10.556, -1.753, 0.788], [-11.264, -3.340, 1.176], [0.402, -3.270, 3.953], [-0.092, -2.083, 4.764], [-0.502, -1.098, 5.437], [1.488, -3.217, 3.839], [0.142, -4.203, 4.460], [-0.061, -3.263, 2.962], [-0.936, -7.468, 4.295], [0.468, -7.014, 3.931], [1.633, -6.636, 3.629], [-0.887, -8.300, 5.003], [-1.489, -6.643, 4.752], [-1.466, -7.797, 3.396], [5.543, -5.475, 3.061], [4.895, -4.301, 2.344], [4.358, -3.327, 1.750], [5.837, -6.238, 2.335], [6.431, -5.137, 3.602], [4.837, -5.912, 3.772], [1.699, 2.625, 9.685], [1.837, 4.108, 9.378], [1.951, 5.337, 9.123], [0.795, 2.449, 10.273], [1.635, 2.056, 8.754], [2.567, 2.280, 10.254], [-14.279, -5.151, 0.103], [-12.875, -4.696, -0.261], [-11.710, -4.319, -0.562], [-14.230, -5.982, 0.812], [-14.831, -4.325, 0.560], [-14.809, -5.480, -0.795], [9.572, -2.773, 3.290], [9.133, -4.103, 2.699], [8.769, -5.206, 2.209], [10.502, -2.902, 3.850], [9.737, -2.046, 2.490], [8.800, -2.391, 3.964], [5.945, 5.744, 4.634], [6.217, 5.628, 6.125], [6.443, 5.533, 7.362], [5.113, 5.091, 4.355], [5.688, 6.776, 4.380], [6.833, 5.449, 4.069], [5.803, 7.710, 0.543], [6.862, 7.499, 1.613], [7.740, 7.325, 2.500], [4.929, 8.206, 0.976], [6.204, 8.334, -0.261], [5.496, 6.747, 0.127], [-3.886, -10.096, 3.892], [-2.827, -10.307, 4.962], [-1.949, -10.482, 5.849], [-4.760, -9.600, 4.324], [-3.485, -9.473, 3.088], [-4.193, -11.060, 3.476], [-0.319, 1.619, 13.598], [-0.125, 1.170, 12.159], [0.036, 0.798, 10.965], [-0.134, 2.694, 13.681], [-1.342, 1.407, 13.919], [0.377, 1.086, 14.252]], "gap_ev": 7.25, "e_lumo_ev": -2.7, "max_force_ev_per_a": 10.35, "total_charge": 1}